#1
ORCA calculation (wB97M-V/def2-TZVPD) on 4 unconnected molecules or ions with the total composition C2H14N2O3.

Properties
2S+1 ... 1
Kohn-Sham gap ... 9.89 eV
Structure (SMILES) ... CNCN.O.O.O
Total charge ... 0

Geometry (Å):
O 2.94983 -1.65468 0.03358
H -1.85082 2.15549 -1.83426
H 0.96924 -0.17766 0.86534
O -0.30567 -3.31180 -0.25453
H -2.49703 0.61174 -1.36555
H 2.54643 1.98286 -0.88572
H 3.31550 -0.98254 0.62036
H 1.03099 1.53981 -0.83300
H 2.44810 -1.18214 -0.63821
N 0.22971 0.18062 1.45479
H -0.67135 2.16343 0.32613
O 1.94669 1.23426 -0.92341
N -0.96389 1.33898 -0.16335
H 0.02714 -2.95280 0.57204
H 0.18011 -0.43097 2.26406
H -1.34922 -0.63916 0.22563
H -2.94372 2.12280 -0.45626
H 0.01871 -4.21650 -0.31277
H -1.88340 0.40520 1.48271
C -2.16559 1.57007 -0.97480
C -1.03176 0.24298 0.79723

Atomic partial charges in e from the Löwdin method, atoms 1 to 5: -0.068 0.071 0.032 -0.063 0.079


#2
ORCA calculation (wB97M-V/def2-TZVPD) on 4 unconnected molecules or ions with the total composition C2H14N2O3.

Properties
2S+1 ... 1
Kohn-Sham gap ... 9.47 eV
Structure (SMILES) ... CNCN.O.O.O
Total charge ... 0

Geometry (Å):
H -1.79583 -0.78303 0.92331
H 2.01598 -1.82295 0.02023
O -0.46295 2.45540 -0.07329
H 0.12501 -1.96032 1.52707
H 2.00619 -0.83812 -1.06348
H -0.26375 -0.12380 -1.29917
H -2.69376 -0.90856 -2.20565
H 0.94353 -0.26426 1.13458
C 0.10452 -0.80970 1.49635
N -2.31215 -0.41390 -1.34231
H 2.99375 1.99323 0.56662
H -1.22758 3.12920 0.07839
N -0.97520 -0.45174 0.61866
H -0.71989 -1.79055 -0.82028
O 2.34571 1.28226 0.61600
O 2.37509 -1.68048 -0.86485
H 1.53545 1.79115 0.22919
H -0.62921 1.75190 0.52531
H -0.12558 -0.30143 2.48752
C -1.01220 -0.74785 -0.80742
H -2.22713 0.49356 -1.74677

Atomic partial charges in e from the Löwdin method, atoms 1 to 5: 0.045 0.012 -0.089 0.110 -0.012


#3
ORCA calculation (wB97M-V/def2-TZVPD) on 4 unconnected molecules or ions with the total composition C2H14N2O3.

Properties
2S+1 ... 1
Kohn-Sham gap ... 10.13 eV
Structure (SMILES) ... CNCN.O.O.O
Total charge ... 0

Geometry (Å):
H 3.06687 -0.28294 -1.60830
H -2.90007 -0.43007 0.08060
H -2.69988 1.38787 1.66933
H -2.00436 -2.01955 1.61929
O 3.47895 -1.13060 -1.40922
H -0.43916 -1.50048 1.17576
H 4.08264 3.08978 -2.63339
H -0.93513 -3.29639 -0.16315
H -0.68601 -1.97160 -0.94343
H 3.07253 -1.75666 -1.96851
H -2.54322 -0.00426 2.68944
O -0.54876 2.27418 0.27666
C -2.13655 0.47515 1.78586
N -1.41509 -2.44288 -0.40536
C -1.45842 -1.57571 0.77812
H -1.09099 0.59988 2.07230
H -0.92756 1.38054 0.15987
N -2.00289 -0.24758 0.51481
O 3.93715 2.39054 -1.96631
H -0.20250 2.42437 -0.59402
H 4.35246 2.63638 -1.13035

Atomic partial charges in e from the Löwdin method, atoms 1 to 5: 0.023 0.111 0.082 0.110 -0.042


#1 is preferred energetically. Next in line: 55.0 kJ/mol higher.


#1
ORCA calculation (wB97M-V/def2-TZVPD) on a gas-phase ion, C4H11NS2 (charge -1).

Properties
2S+1 ... 2
Kohn-Sham gap (spin up / spin down) ... 2.44 / 7.58 eV
Total charge ... -1

Geometry (Å):
H -1.79994 2.78584 0.93579
H -1.20746 -1.24201 -1.19969
C -1.73202 2.15621 2.00106
H 1.89138 -1.63808 -1.83843
S -0.36373 0.96115 0.02155
H 0.19847 1.61060 2.21170
H -0.46669 -2.49260 -1.96446
S 1.44702 0.22194 -0.46178
H -2.74562 1.71140 1.89379
H 0.34688 -3.53152 0.08260
H 0.73181 -0.47356 -2.62494
C -0.64905 1.11678 1.66524
C -0.27910 -1.76861 -1.23939
H -0.61563 0.06924 1.88333
H -1.58808 2.89448 2.76192
H -1.09673 -2.89444 0.18652
N -0.11029 -2.63087 0.03542
C 0.95865 -1.05652 -1.68230

Atomic partial charges in e from the Löwdin method, atoms 1 to 5: 0.087 0.050 -0.215 0.049 0.253


#2
ORCA calculation (wB97M-V/def2-TZVPD) on a gas-phase ion, C4H11NS2 (charge -1).

Properties
2S+1 ... 2
Kohn-Sham gap (spin up / spin down) ... 2.44 / 6.63 eV
Total charge ... -1

Geometry (Å):
C -0.41213 1.18580 -0.80812
C 0.62833 2.12419 -1.47721
C 0.17995 -3.88036 1.65383
S -0.63444 -1.05810 0.94156
N -1.53468 2.15302 -0.33784
H -0.53126 -3.96230 0.71571
H 0.23449 2.95949 -2.13805
H 1.41739 2.48486 -0.91084
C 0.25044 0.42815 0.34610
H 0.83711 -4.66671 1.37377
H -0.28590 -4.12794 2.55546
H 0.46267 0.97665 1.24924
H 1.24876 1.52957 -2.17221
H -2.08912 2.53379 -1.13114
H 1.24352 0.12755 -0.03616
S 0.95478 -2.21486 1.55460
H -1.20383 2.93638 0.19144
H -0.76608 0.47082 -1.57012

Atomic partial charges in e from the Löwdin method, atoms 1 to 5: -0.444 -0.126 -0.557 0.209 -0.004


#2 is preferred energetically. Next in line: 125.2 kJ/mol higher.


#1
ORCA calculation (wB97M-V/def2-TZVPD) on a gas-phase ion, C3H9N2O3 (charge +1).

Properties
2S+1 ... 1
Kohn-Sham gap (spin up / spin down) ... 9.65 / 9.65 eV
Structure (SMILES) ... CON=[N+](OC)OC
Total charge ... +1

Geometry (Å):
H 3.21937 -0.64631 -0.11189
C -0.95428 2.23397 -0.44178
N -0.52643 0.09013 0.23743
H -1.58946 2.96386 -0.06243
O -1.58972 -0.70322 0.15889
O 1.59627 0.77771 -0.09704
H -2.34837 -2.53407 -0.46834
C -1.47926 -2.18302 0.18638
H -1.44264 -2.54101 1.27329
N 0.71689 -0.24302 -0.12941
O -0.79158 1.30718 0.60950
C 2.96709 0.47628 -0.06185
H -0.02082 2.68066 -0.69441
H 3.40544 1.12655 0.67794
H 3.34669 0.81326 -0.97697
H -0.61377 -2.60029 -0.32276
H -1.54020 1.84089 -1.32680

Atomic partial charges in e from the Löwdin method, atoms 1 to 5: 0.144 0.000 -0.163 0.086 0.001


#2
ORCA calculation (wB97M-V/def2-TZVPD) on a gas-phase ion, C3H9N2O3 (charge +1).

Properties
2S+1 ... 1
Kohn-Sham gap ... 11.03 eV
Structure (SMILES) ... CC[C@H](O)/[N+](O)=N/O
Total charge ... +1

Geometry (Å):
N 1.07834 -2.23107 -0.99078
O 1.30129 -0.05800 -2.06131
H -1.08635 2.50631 -0.17222
H -1.62337 1.29906 1.19512
H -1.28486 -0.42001 -0.98354
C -0.80938 1.74752 0.68405
C -0.46844 -0.60078 -0.27999
N 0.76462 -1.07903 -1.17697
H 0.63977 1.12290 -0.50176
H -0.20839 2.29936 1.44451
H 2.30323 -3.69483 -1.06610
H 0.06769 -1.56207 1.13215
H 1.99703 -0.70652 -2.50123
O 2.07690 -2.91616 -1.67359
H 0.71955 0.43553 1.07995
C 0.10714 0.62895 0.23458
O -0.66034 -1.61880 0.58498

Atomic partial charges in e from the Löwdin method, atoms 1 to 5: 0.116 0.113 0.135 0.067 0.192


#2 is preferred energetically. Next in line: 188.8 kJ/mol higher.